No. 1
Formula: C35H82F3N5O5S
Source: the OMol25 dataset
Level of theory: ωB97M-V/def2-TZVPD

Values from the calculation:
Energy ... -74266.396 eV
Gap between HOMO and LUMO ... 10.575 eV
HOMO energy ... -18.450 eV
Energy above the lowest of the compared OMol25 structures with the same formula, charge and spin ... 0.0 kcal/mol
Net charge ... +4

Last column: Mulliken charge in e.
Element x y z (Å)
C -0.5687 0.2818 1.9039  0.2572
F 0.1983 0.2473 2.9868  -0.1735
F -1.4229 -0.7230 2.0080  -0.2293
F -1.2499 1.4087 1.8393  -0.1424
S 0.5035 0.0837 0.3549  0.5702
O 1.4929 -0.9393 0.6895  -0.3199
O -0.4375 -0.2946 -0.7050  -0.4349
O 1.1334 1.3886 0.1417  -0.6005
C 1.6917 -2.5858 -5.0344  -0.8608
N 0.8747 -1.5143 -4.3849  0.0847
C 1.6199 -0.8562 -3.2576  -0.8735
C 0.3964 -0.4493 -5.3666  -0.7961
C -0.4001 -2.0638 -3.7457  0.0495
C -0.1852 -3.3208 -2.9105  -0.6925
O -0.2189 -4.4598 -3.7552  -0.5296
H 2.4857 -2.1069 -5.6041  0.4087
H 1.0356 -3.1264 -5.7108  0.3613
H 2.1002 -3.2278 -4.2621  0.3549
H 1.1556 0.0733 -2.9299  0.0728
H 2.5566 -0.5418 -3.7221  0.6186
H 1.7408 -1.4806 -2.3780  0.2842
H 0.1262 -1.0707 -6.2190  0.4621
H 1.2719 0.1299 -5.6479  0.3769
H -0.4317 0.1199 -4.9675  0.2483
H -1.0644 -2.3257 -4.5702  0.4427
H -0.8228 -1.2091 -3.2195  -0.0286
H -0.9828 -3.3444 -2.1629  0.3499
H 0.7661 -3.4185 -2.3859  0.3393
H -1.0775 -4.8943 -3.7588  0.3660
C 4.9060 2.9879 0.0253  -0.7358
N 5.0719 1.5185 0.1585  0.5481
C 4.4410 1.0323 1.4482  -0.9936
C 4.3904 0.7966 -0.9464  -0.8438
C 6.5404 1.2017 0.1726  -0.5258
C 6.9412 -0.2608 0.1835  -0.8054
O 6.4485 -1.0459 1.2433  -0.3865
H 5.4618 3.3169 -0.8512  0.4044
H 5.2191 3.5201 0.9191  0.4226
H 3.8674 3.2477 -0.1758  0.1161
H 3.5364 1.6328 1.5346  0.2695
H 5.0727 1.2915 2.2951  0.3261
H 4.2533 -0.0318 1.4101  0.4646
H 4.8367 1.1061 -1.8920  0.4886
H 3.3132 0.9628 -0.9065  -0.0936
H 4.5199 -0.2830 -0.9013  0.3957
H 7.0507 1.7481 0.9661  0.4309
H 6.9722 1.5926 -0.7533  0.3784
H 8.0331 -0.3107 0.0931  0.5032
H 6.7119 -0.7500 -0.7753  0.3059
H 7.1828 -1.3039 1.8109  0.3176
C -1.3442 5.8400 2.4345  -1.4621
C -1.1035 4.8226 1.3090  0.0224
C -1.0280 5.3881 -0.1031  -0.8030
N -0.3511 4.5026 -1.1298  0.4722
C 1.1005 4.3363 -0.8271  -1.3051
C -0.5859 5.0876 -2.5365  -0.4535
C -1.9004 4.5219 -3.0682  -0.9271
C -2.3660 3.5034 -2.0348  -0.3007
C -1.1142 3.1992 -1.2554  0.5082
H -0.3992 6.1874 2.8507  0.3746
H -1.8416 5.3243 3.2531  0.3996
H -1.9384 6.6958 2.1228  0.3721
H -1.7860 3.9802 1.4432  0.2689
H -0.1547 4.2965 1.4687  -0.0398
H -0.4580 6.3202 -0.0926  0.4721
H -1.9792 5.6907 -0.5425  0.6576
H 1.4870 3.7270 -1.6402  0.5713
H 1.2488 3.7969 0.1024  0.3613
H 1.4935 5.3455 -0.7332  0.3632
H 0.2682 4.7510 -3.1229  0.3254
H -0.5391 6.1747 -2.5142  0.4177
H -1.7050 4.1096 -4.0580  0.3580
H -2.6173 5.3256 -3.2299  0.3481
H -2.7922 2.6260 -2.5141  0.2366
H -3.1347 3.9654 -1.4151  0.4453
H -0.5315 2.4125 -1.7345  -0.2126
H -1.3340 2.8044 -0.2650  -0.4087
C -9.4125 0.1439 0.5688  -1.4301
C -8.3506 -0.1172 -0.4744  -0.1506
C -7.1945 -0.9663 0.0847  -0.8215
N -6.0127 -1.0021 -0.8964  0.2998
C -6.4658 -1.7256 -2.1354  -1.0327
C -4.8518 -1.7746 -0.3065  -1.1143
C -3.6775 -1.4054 -1.1696  -0.3134
C -3.8949 0.0788 -1.5069  0.5752
C -5.4119 0.3487 -1.2304  -0.9714
H -9.8260 -0.8104 0.9040  0.3564
H -10.2620 0.7190 0.2052  0.3879
H -9.0383 0.6810 1.4425  0.3521
H -8.0543 0.7981 -0.9877  0.3363
H -8.7888 -0.7927 -1.2137  0.3050
H -7.5259 -1.9946 0.1968  0.4588
H -6.7812 -0.5526 1.0040  0.4311
H -6.7791 -2.7280 -1.8695  0.3145
H -5.6354 -1.6587 -2.8380  0.4311
H -7.2493 -1.1672 -2.6416  0.3870
H -5.1132 -2.8303 -0.2785  0.4902
H -4.6146 -1.4510 0.7077  0.4782
H -3.6090 -1.9855 -2.0932  0.3732
H -2.7307 -1.6231 -0.6737  0.2198
H -3.6145 0.2216 -2.5490  0.3332
H -3.3018 0.7574 -0.8977  -0.4281
H -5.8984 0.7295 -2.1213  0.3423
H -5.5536 0.9132 -0.3137  0.3824
C 1.7606 -4.9074 1.5557  -1.6504
C 1.7903 -3.9261 2.7283  1.0812
C 3.2182 -3.7961 3.2770  -0.9538
N 3.3414 -2.9788 4.5430  0.2445
C 4.7853 -2.7447 4.7992  -0.9723
C 2.6443 -1.6080 4.4298  -0.4449
C 1.2388 -1.8079 4.9539  -0.1461
C 1.2130 -3.0957 5.7531  -0.9801
C 2.6367 -3.6544 5.7321  -0.5338
H 1.8515 -5.9195 1.9544  0.4738
H 2.5175 -4.7587 0.7875  0.3373
H 0.7731 -4.8740 1.0946  0.3810
H 1.0970 -4.2631 3.4978  -0.0896
H 1.4692 -2.9417 2.3890  -0.2726
H 3.7488 -3.2979 2.4636  0.3389
H 3.7101 -4.7396 3.5040  0.4374
H 5.2113 -2.4241 3.8475  0.2931
H 5.3270 -3.6672 5.0137  0.3956
H 4.9554 -2.0422 5.6082  0.4530
H 3.1737 -0.9481 5.1145  0.5321
H 2.7222 -1.2715 3.3993  -0.0333
H 0.9025 -1.0275 5.6386  0.7114
H 0.5185 -1.7657 4.1422  -0.1573
H 0.9491 -2.9707 6.8010  0.3856
H 0.5327 -3.8272 5.3205  0.3673
H 3.2046 -3.2950 6.5893  0.4850
H 2.7040 -4.7380 5.6940  0.3099


No. 2
Formula: C35H83AgClN9O13
Source: the OMol25 dataset
Level of theory: ωB97M-V/def2-TZVPD

Values from the calculation:
Energy ... -94190.625 eV
Gap between HOMO and LUMO ... 8.740 eV
HOMO energy ... -8.809 eV
Net charge ... 0

Last column: Mulliken charge in e.
Element x y z (Å)
Ag -4.6933 -23.8828 13.4936  0.7010
Cl -5.9765 -21.7843 14.7142  -0.9330
C -8.3157 -23.2675 8.9617  -0.7847
O -8.7446 -24.4201 9.7096  -0.2046
C -7.7263 -25.4712 9.5463  -0.7173
C -8.0645 -26.5249 10.5577  0.6205
O -9.3657 -26.9491 10.1378  -0.4196
C -9.8820 -28.0868 10.7621  -0.6789
H -9.1960 -22.6271 8.9076  0.3680
H -8.3026 -23.5844 7.9189  0.4182
H -7.4630 -22.6471 9.2375  0.0385
H -6.7285 -25.0354 9.5970  0.1641
H -7.6254 -25.8925 8.5461  0.3835
H -8.2548 -26.0635 11.5268  -0.6780
H -7.3315 -27.3314 10.5426  0.6570
H -9.2169 -28.9157 10.5199  0.2921
H -10.8873 -28.2922 10.3943  0.2711
H -9.8889 -27.8946 11.8350  0.2127
C 4.0341 -24.7035 13.7916  -0.2549
O 4.7588 -23.4961 13.7568  -0.3698
C 4.3453 -22.6571 12.6571  -0.5894
C 3.0481 -21.9085 12.9559  -0.6181
O 1.8842 -22.7166 12.7484  -0.2415
C 0.8009 -21.8236 12.6524  -1.0078
H 2.9482 -24.6132 13.7664  -0.1503
H 4.1099 -25.1744 14.7718  0.3064
H 4.3275 -25.3152 12.9384  0.3023
H 4.2840 -23.2155 11.7230  0.2918
H 5.1105 -21.8984 12.4934  0.3391
H 3.0124 -20.8875 12.5759  0.5728
H 2.9733 -21.6690 14.0166  0.3743
H 0.6947 -21.2919 11.7068  0.4260
H 0.6931 -21.2658 13.5827  0.4714
H -0.1665 -22.3007 12.8088  0.1808
C -9.5556 -23.4415 12.7856  -0.0177
C -9.9229 -22.1137 13.2945  0.4694
O -11.0790 -21.6978 12.9971  -0.7759
N -9.0051 -21.4235 13.9765  0.6982
C -9.1885 -20.0062 14.2962  -0.8770
H -8.5329 -23.6765 13.0803  -0.4612
H -9.5728 -23.5772 11.7042  0.2264
H -10.2651 -24.1923 13.1334  0.3992
H -8.1463 -21.8916 14.2285  -0.6050
H -9.2789 -19.9207 15.3791  0.3943
H -9.9662 -19.5386 13.6923  0.3502
H -8.3541 -19.4528 13.8654  0.0197
C -4.0286 -28.7502 14.6818  -0.0890
C -5.1516 -29.5060 15.4501  0.5672
O -5.9464 -28.9082 16.1608  -0.6344
N -5.1100 -30.8513 15.4075  -0.2708
C -6.1253 -31.6400 16.1339  -0.9650
H -3.4482 -29.4939 14.1357  0.4440
H -3.4488 -28.1115 15.3482  -0.2202
H -4.5188 -28.0614 13.9939  -0.1286
H -4.6192 -31.3439 14.6750  0.2653
H -6.6171 -32.1429 15.3012  0.3749
H -6.8798 -31.0750 16.6811  0.2958
H -5.7295 -32.3364 16.8732  0.2921
C -7.0248 -20.6203 17.8412  -0.2348
C -6.3617 -19.3280 17.6907  0.7105
O -6.7415 -18.4563 18.4506  -0.7080
N -5.5271 -19.1291 16.6555  0.1958
C -4.5779 -17.9809 16.5707  -0.9380
H -6.3587 -21.4654 18.0151  0.0019
H -7.5235 -20.8880 16.9097  -0.2048
H -7.8033 -20.5189 18.5974  0.3772
H -5.3711 -19.9743 16.1249  -0.2297
H -4.6841 -17.3472 17.4512  0.3907
H -4.6240 -17.3943 15.6531  0.2264
H -3.5475 -18.3282 16.6459  0.2738
C -2.1204 -19.2024 13.1897  -0.5844
C -3.1773 -18.2263 12.6479  0.4052
O -2.7220 -17.2538 12.0138  -0.6993
N -4.4686 -18.4738 12.9935  0.6957
C -5.4616 -17.5637 12.6738  -1.2469
H -1.0788 -19.2496 12.8721  0.3812
H -2.5560 -20.1947 13.0734  -0.0461
H -1.9628 -19.0495 14.2574  0.2829
H -4.7529 -19.3847 13.3247  -0.2603
H -5.1586 -16.5348 12.8676  0.3902
H -6.3759 -17.7697 13.2303  0.3232
H -5.7727 -17.6128 11.6303  0.3554
C -0.6162 -25.2159 13.6023  -1.2272
C -1.6729 -24.5024 14.4177  0.5743
O -2.8235 -24.8687 14.3617  -0.3101
N -1.2325 -23.4762 15.2220  0.0090
C -2.0143 -22.6202 16.1461  -0.4338
H -0.6821 -26.2947 13.4605  0.3572
H 0.3118 -25.1832 14.1731  0.4951
H -0.5362 -24.7731 12.6095  -0.1538
H -0.2242 -23.4521 15.2764  0.2355
H -1.2951 -22.2168 16.8589  0.3930
H -2.8838 -22.9623 16.7076  -0.0654
H -2.3565 -21.8146 15.4965  0.1054
C -4.6415 -27.5592 10.6182  -1.6178
C -4.0427 -26.2174 10.8278  0.5620
O -4.4549 -25.4520 11.6827  0.5942
N -3.0020 -25.9034 10.0522  -0.1594
C -2.1514 -24.7400 10.1969  -0.8576
H -5.3575 -27.7828 11.4090  0.1568
H -3.8790 -28.3364 10.5665  0.5197
H -5.2153 -27.6609 9.6970  0.4635
H -2.6777 -26.6648 9.4733  0.2369
H -2.5367 -23.7225 10.1319  0.0391
H -1.5611 -24.7301 9.2806  0.4506
H -1.4597 -24.8268 11.0349  0.3741
C -3.1986 -27.7721 18.4761  -1.0034
C -4.0636 -26.5120 18.6436  0.7221
O -4.1985 -26.0395 19.7974  -0.6783
N -4.4396 -25.7804 17.5336  0.2932
C -5.0417 -24.4816 17.6582  -0.9470
H -3.7616 -28.6855 18.2843  0.1390
H -2.7074 -27.8987 19.4409  0.3623
H -2.4571 -27.6858 17.6819  0.2423
H -4.0875 -26.0008 16.6130  -0.0084
H -4.7047 -23.9423 16.7729  -0.2675
H -4.7250 -23.7966 18.4447  0.5686
H -6.1222 -24.4461 17.7968  0.3909
C -4.9235 -21.5644 9.0973  -1.6672
C -4.9314 -21.5755 10.5556  0.7209
O -4.1407 -22.2592 11.1115  -0.2775
N -5.8618 -20.9115 11.2569  0.8007
C -7.1149 -20.3447 10.7928  -0.9588
H -5.4031 -22.4489 8.6781  0.2100
H -3.9285 -21.5558 8.6522  0.4473
H -5.3203 -20.5864 8.8252  0.4488
H -5.8208 -20.9589 12.2650  -0.6529
H -7.9834 -20.8673 11.1937  0.0760
H -7.3336 -20.3715 9.7252  0.5133
H -7.1774 -19.3091 11.1271  0.1736
C -8.2408 -26.7189 14.6610  -1.3812
C -7.3667 -25.4825 14.7654  -0.3199
O -6.3843 -25.4209 14.0049  0.5816
N -7.7779 -24.3326 15.3599  2.2894
C -9.0016 -24.1623 16.1427  -1.3590
H -8.2887 -27.1210 13.6490  0.2125
H -9.2964 -26.5685 14.8874  0.4069
H -8.0756 -27.5761 15.3137  0.3423
H -7.1465 -23.5597 15.2046  -1.4934
H -8.8723 -24.8366 16.9893  0.4994
H -9.9606 -24.4384 15.7042  0.3634
H -9.0758 -23.1122 16.4255  0.1149


No. 3
Formula: C35H83N5O11S
Source: the OMol25 dataset
Level of theory: ωB97M-V/def2-TZVPD

Values from the calculation:
Energy ... -78435.927 eV
Gap between HOMO and LUMO ... 2.904 eV
HOMO energy ... -0.100 eV
Net charge ... -2

Last column: Mulliken charge in e.
Element x y z (Å)
O 3.2001 -1.7477 -1.0749  -0.5196
H 3.0121 -1.0095 -0.4907  0.4775
H 3.6549 -1.4601 -1.8699  0.4449
H 3.8017 -2.3454 -0.6250  0.4637
O 2.5167 2.4563 0.6944  -1.0774
H 2.3419 3.2587 1.2235  0.1043
S 7.9560 -3.7707 1.0241  1.1077
O 8.1635 -2.3630 0.7952  -0.7386
O 8.5012 -4.5379 -0.0962  -0.7650
O 8.5036 -4.2835 2.2514  -0.7434
O 6.5170 -3.9763 1.1774  -0.7386
C 5.2454 -3.5646 -6.7332  -1.3536
C 5.6536 -2.1110 -6.9824  0.4895
C 4.6913 -1.2128 -7.7854  -0.6515
O 4.5497 -1.7371 -9.0579  -0.3114
C 3.7085 -0.8724 -9.8316  -0.7564
N 5.9219 -1.5539 -5.6771  -0.6547
H 4.2683 -3.4710 -6.2593  0.3200
H 5.8591 -4.0965 -6.0061  0.3973
H 5.1085 -4.1536 -7.6401  0.2943
H 6.5745 -2.1095 -7.5657  0.2201
H 5.2302 -0.2666 -7.8353  0.2963
H 3.8434 -1.0517 -7.1196  0.3673
H 2.8601 -0.5632 -9.2211  0.3272
H 3.2578 -1.3854 -10.6812  0.2674
H 4.2191 0.0008 -10.2377  0.2758
H 6.6031 -2.0679 -5.1370  0.2547
H 6.3916 -0.6632 -5.5988  0.2205
C 2.7795 6.4689 -4.3400  -1.5174
C 3.5079 7.2856 -3.2593  0.4671
C 2.4964 8.0349 -2.4351  -0.7473
O 2.0957 9.2717 -3.0676  -0.3359
C 1.2665 9.9433 -2.1544  -0.6996
N 4.2796 6.3025 -2.4974  -0.7653
H 2.2100 5.6428 -3.9143  0.4038
H 3.4170 5.9691 -5.0693  0.3955
H 2.0296 7.0920 -4.8274  0.3479
H 4.2811 7.8938 -3.7288  0.2055
H 2.9952 8.3264 -1.5108  0.4369
H 1.6430 7.4261 -2.1364  0.3681
H 1.0106 10.9370 -2.5222  0.2549
H 1.6920 10.0453 -1.1561  0.2950
H 0.3365 9.3751 -2.1685  0.3009
H 4.4822 5.6796 -3.2661  0.2960
H 3.6533 5.6699 -2.0202  0.2900
C -1.2699 3.3365 8.7837  -1.7390
C -2.0787 3.0946 7.4817  1.2276
C -3.5470 3.5690 7.7513  -1.1870
C -3.7231 5.0510 7.9580  -0.6639
C -3.2072 5.8251 6.6789  -1.2660
C -1.8129 5.2957 6.1252  1.7952
N -1.5503 3.8805 6.3106  0.4401
O -0.2726 3.3980 5.9776  -0.4922
C -1.8626 5.5106 4.6056  -1.9838
C -0.8110 6.2355 6.8156  -1.8706
C -2.0585 1.5623 7.2483  -1.8749
H -1.2591 4.3780 9.1052  0.3441
H -0.2185 3.0938 8.6298  0.4017
H -1.6954 2.7224 9.5774  0.4170
H -4.1347 3.4019 6.8486  0.3452
H -3.8559 2.9311 8.5794  0.4949
H -3.2136 5.5206 8.7994  0.3520
H -4.7908 5.1759 8.1381  0.3796
H -3.1916 6.8449 7.0634  0.3229
H -4.0349 5.9305 5.9775  0.4781
H -2.3903 4.7250 4.0648  0.4238
H -2.3816 6.4154 4.2892  0.4386
H -0.8772 5.7389 4.1991  0.4117
H 0.2278 5.9488 6.6516  0.4063
H -0.9265 7.3078 6.6580  0.4409
H -0.8245 6.2206 7.9054  0.3812
H -2.5889 1.5502 6.2961  0.4698
H -2.6319 0.9403 7.9357  0.3721
H -1.0416 1.1731 7.1978  0.3757
H -0.4338 2.9399 5.1495  0.3559
C 0.2511 -6.8201 3.0314  -1.9050
C 0.1493 -8.2348 2.3369  1.4401
C -1.0532 -8.1241 1.4231  -1.0874
C -1.1224 -9.1357 0.2897  -0.7439
C 0.2305 -9.1661 -0.4898  -1.1088
C 1.4765 -9.4585 0.3780  1.3824
N 1.3346 -8.5058 1.4963  0.3529
O 2.4772 -8.3619 2.2422  -0.4959
C 1.3959 -10.9212 0.8592  -1.7625
C 2.7508 -9.1545 -0.5009  -1.8205
C 0.0015 -9.3303 3.4085  -1.6933
H -0.6914 -6.4423 3.4278  0.3715
H 0.6105 -6.0795 2.3169  0.4790
H 0.9486 -6.7457 3.8658  0.3823
H -2.0141 -8.1836 1.9343  0.4228
H -1.0605 -7.1037 1.0399  0.4534
H -1.8841 -8.8737 -0.4447  0.3809
H -1.3827 -10.1377 0.6307  0.3533
H 0.3502 -8.1996 -0.9794  0.3787
H 0.2027 -9.9715 -1.2237  0.4083
H 0.3808 -11.2134 1.1281  0.3786
H 1.6795 -11.5926 0.0487  0.4096
H 2.0179 -11.1279 1.7301  0.3373
H 3.7050 -9.0695 0.0191  0.4313
H 2.7881 -9.9272 -1.2687  0.3713
H 2.7647 -8.1648 -0.9576  0.4214
H -0.8605 -9.1592 4.0533  0.4087
H 0.8824 -9.2614 4.0468  0.3962
H 0.0399 -10.3605 3.0544  0.2831
H 2.8723 -7.5883 1.8334  0.3721
C -4.7733 2.2544 -4.4714  -1.8134
C -4.5599 2.8744 -3.1270  1.4185
C -5.9866 3.2771 -2.5162  -1.1726
C -6.7772 2.1220 -2.0618  -0.5867
C -5.9131 1.3732 -1.0406  -1.1783
C -4.5504 0.9218 -1.5850  1.5037
N -3.8115 2.0199 -2.2209  0.4126
O -2.5213 1.6702 -2.6240  -0.4939
C -3.7833 0.3905 -0.3539  -1.9666
C -4.6842 -0.3157 -2.5021  -1.6765
C -3.8931 4.2849 -3.2846  -1.8827
H -3.9007 1.7262 -4.8554  0.3152
H -5.0491 2.9816 -5.2350  0.4390
H -5.6287 1.5867 -4.3683  0.3312
H -5.8301 4.0345 -1.7481  0.4296
H -6.6270 3.7835 -3.2384  0.3305
H -7.1022 1.5175 -2.9086  0.3346
H -7.6525 2.4309 -1.4905  0.3671
H -6.5259 0.5023 -0.8077  0.4150
H -5.7351 2.0574 -0.2109  0.3892
H -2.9298 -0.2111 -0.6665  0.4312
H -3.3443 1.2527 0.1482  0.4594
H -4.3793 -0.2902 0.2540  0.3975
H -5.1255 -1.1267 -1.9228  0.4502
H -5.2636 -0.1409 -3.4087  0.3041
H -3.7070 -0.6928 -2.8038  0.3779
H -3.7731 4.6177 -2.2536  0.4986
H -4.3891 4.9330 -4.0071  0.3507
H -2.9634 4.1218 -3.8296  0.4344
H -1.9346 2.0356 -1.9577  0.3714